Entry 1:
A cluster of 2 separate species, C5H14N2O2S in total, computed with ωB97M-V with the def2-TZVPD basis set.

Last column: Löwdin charge in e.
Atoms and positions in Å:
C1 -1.79 0.30 -1.03  -0.057
C2 -1.49 1.01 1.25  -0.100
C3 -0.87 -2.42 0.29  -0.036
C4 2.47 1.62 -0.27  -0.118
C5 -1.84 -0.24 0.46  -0.407
N1 1.10 -0.57 -1.22  -0.198
N2 -0.83 -1.28 0.78  -0.035
O1 1.85 -0.61 1.08  -0.248
O2 3.64 -0.84 -0.65  -0.328
S1 2.33 -0.23 -0.39  0.622
H1 -2.26 1.31 -0.98  0.079
H2 -0.76 0.33 -1.32  0.018
H3 -2.41 -0.33 -1.61  0.054
H4 -0.45 1.31 0.95  0.072
H5 -1.60 0.95 2.31  0.055
H6 -2.31 1.81 1.14  0.106
H7 0.81 -0.52 1.03  0.067
H8 0.03 -3.07 0.48  0.098
H9 -1.68 -2.94 -0.16  0.074
H10 2.71 1.97 -1.26  0.055
H11 1.49 1.99 -0.01  0.029
H12 3.24 1.86 0.49  0.072
H13 -2.84 -0.60 0.73  0.129
H14 1.44 -0.83 -2.08  -0.005

Properties
Charge ... 0
Relative energy (zero: lowest compared OMol25 entry of this formula, charge and spin) ... 42.2 kcal per mole
SMILES string ... C[S@@](=N)(=O)O.C=NC(C)C

***

Entry 2:
A structure of composition C5H14N2O3, computed with ωB97M-V with the def2-TZVPD basis set.

Last column: Löwdin charge in e.
Atoms and positions in Å:
C1 -3.01 0.38 -0.07  -0.371
C2 -3.32 -1.06 0.39  -0.051
C3 -1.49 0.51 -0.19  -0.523
N1 -3.50 1.42 0.82  0.040
O1 -1.03 0.02 -1.33  0.076
O2 -0.80 0.96 0.70  0.065
H1 -0.01 0.08 -1.37  0.055
H2 -3.44 0.53 -1.06  0.137
H3 -4.41 1.17 1.20  0.067
H4 -2.85 1.54 1.59  0.066
H5 -2.94 -1.79 -0.32  0.078
H6 -2.87 -1.25 1.37  0.084
H7 -4.40 -1.19 0.48  0.072
C4 2.16 0.82 -0.33  -0.117
C5 4.33 -0.80 0.40  -0.105
N2 1.62 0.09 -1.33  -0.065
O3 2.92 -0.63 0.49  -0.188
H8 2.12 0.19 -2.21  0.063
H9 2.34 -1.00 -0.40  0.164
H10 1.48 1.10 0.47  0.084
H11 3.03 1.46 -0.48  0.109
H12 4.68 -0.67 -0.63  0.087
H13 4.59 -1.80 0.76  0.085
H14 4.81 -0.06 1.04  0.088

Properties
Charge ... 0
Relative energy (zero: lowest compared OMol25 entry of this formula, charge and spin) ... 66.6 kcal per mole

***

Entry 3:
A cluster of 2 separate species, C5H14N2S in total, computed with ωB97M-V with the def2-TZVPD basis set.

Last column: Löwdin charge in e.
Atoms and positions in Å:
C1 -1.75 1.23 -0.39  -0.302
C2 -2.34 -0.15 -0.66  -0.561
S1 -1.70 -1.49 0.48  0.656
C3 -0.28 1.17 -0.23  -0.329
N1 0.47 0.27 -1.13  -0.064
C4 1.87 0.02 -0.71  -0.231
C5 2.02 -1.11 0.30  -0.288
N2 1.32 -0.74 1.54  -0.053
H1 -2.12 1.49 0.61  0.092
H2 -2.08 1.97 -1.12  0.119
H3 -2.25 -0.30 -1.74  0.083
H4 -3.41 -0.02 -0.45  0.057
H5 -1.05 0.13 2.19  0.253
H6 -0.09 0.90 0.84  0.025
H7 0.11 2.18 -0.43  0.123
H8 0.02 -0.66 -1.16  0.046
H9 2.42 0.92 -0.38  0.124
H10 2.34 -0.38 -1.63  0.106
H11 1.55 -2.02 -0.09  0.095
H12 3.08 -1.30 0.37  0.104
H13 1.60 -1.40 2.29  0.072
H14 0.27 -0.70 1.51  -0.126

Properties
Charge ... 0
Relative energy (zero: lowest compared OMol25 entry of this formula, charge and spin) ... 112.3 kcal per mole

***

Entry 4:
A structure of composition C5H14N2S, computed with ωB97M-V with the def2-TZVPD basis set.

Last column: Löwdin charge in e.
Atoms and positions in Å:
N1 -2.88 -0.36 0.55  -0.060
C1 -1.58 0.25 1.01  -0.383
C2 -1.56 1.00 -0.27  -0.192
S1 -1.19 -0.36 -2.18  0.477
C3 -0.37 -0.65 1.03  -0.166
N2 0.91 0.19 0.57  -0.116
C4 1.84 -0.66 -0.18  -0.344
C5 2.92 0.27 -0.70  -0.113
H1 -3.45 -1.09 1.10  0.112
H2 -0.97 0.99 -2.09  -0.196
H3 -2.94 -0.61 -0.44  0.006
H4 -1.57 0.93 1.88  0.154
H5 -0.62 1.60 -0.45  0.072
H6 -2.50 1.38 -0.52  0.052
H7 -0.01 -1.17 1.94  0.109
H8 -0.41 -1.41 0.26  0.066
H9 1.32 0.72 1.39  0.125
H10 2.23 -1.48 0.50  0.121
H11 1.25 -1.11 -0.99  0.060
H12 2.48 1.02 -1.37  0.077
H13 3.72 -0.27 -1.20  0.070
H14 3.37 0.82 0.14  0.069

Properties
Charge ... 0
Relative energy (zero: lowest compared OMol25 entry of this formula, charge and spin) ... 87.2 kcal per mole

***

Entry 5:
A cluster of 3 separate species, C5H14N2S in total, computed with ωB97M-V with the def2-TZVPD basis set.

Last column: Löwdin charge in e.
Atoms and positions in Å:
C1 -1.16 1.31 -2.42  -0.393
C2 -0.35 1.93 -1.28  -0.654
S1 1.05 0.88 -0.79  0.561
N1 -1.74 0.04 -1.97  -0.032
H1 -0.46 1.18 -3.28  0.100
H2 -1.96 1.99 -2.71  0.101
H3 -1.06 2.11 -0.44  0.064
H4 0.02 2.92 -1.60  0.055
H5 -0.97 -0.48 -1.55  0.002
H6 -2.08 -0.51 -2.75  0.057
C3 0.46 -2.73 0.62  -0.100
C4 0.01 -1.87 1.76  -0.154
C5 0.58 -0.68 2.05  -0.363
N2 0.14 0.13 3.14  0.006
H7 1.17 -2.17 0.00  0.059
H8 0.89 -3.67 0.98  0.079
H9 -0.42 -2.96 0.01  0.077
H10 -0.81 -2.19 2.40  0.113
H11 1.54 -0.43 1.61  0.076
H12 0.17 -0.34 4.04  0.075
H13 0.63 1.02 3.20  0.078
H14 -0.08 0.40 0.86  0.194

Properties
Charge ... 0
Relative energy (zero: lowest compared OMol25 entry of this formula, charge and spin) ... 75.7 kcal per mole

***

Entry 6:
The ion C5H14N2S with charge +1, computed with ωB97M-V with the def2-TZVPD basis set.

Last column: Löwdin charge in e.
Atoms and positions in Å:
C1 0.47 1.58 -1.34  -0.183
N1 -0.08 0.27 -1.12  0.101
C2 0.26 -0.52 -0.01  -0.363
C3 1.02 -1.77 -0.49  -0.507
S1 1.58 -2.85 0.84  0.808
C4 -1.07 -0.91 0.78  -0.209
N2 -1.07 -0.53 2.15  0.074
C5 -0.22 2.64 -0.47  -0.037
H1 1.53 1.54 -1.12  0.139
H2 0.35 1.79 -2.40  0.133
H3 -0.66 -0.20 -1.81  0.182
H4 0.88 0.07 0.65  0.146
H5 0.46 -2.35 -1.23  0.093
H6 1.95 -1.48 -0.97  0.082
H7 0.38 -3.15 1.35  -0.137
H8 -1.93 -0.46 0.29  0.127
H9 -1.21 -1.99 0.73  0.109
H10 -1.30 0.44 2.32  0.097
H11 -0.25 -0.82 2.66  0.094
H12 -0.16 2.36 0.59  0.075
H13 -1.25 2.78 -0.76  0.086
H14 0.33 3.56 -0.62  0.091

Properties
Charge ... +1
Relative energy (zero: lowest compared OMol25 entry of this formula, charge and spin) ... 9.6 kcal per mole
Multiplicity ... 2

***

Entry 7:
A cluster of 2 separate species, C5H14N3 in total, computed with ωB97M-V with the def2-TZVPD basis set.

Last column: Löwdin charge in e.
Atoms and positions in Å:
C1 -0.18 2.13 -0.51  -0.011
C2 0.45 1.47 0.71  -0.199
C3 1.16 0.12 0.25  -0.246
C4 1.54 -0.57 2.15  0.065
N1 0.96 -1.10 1.09  -0.036
C5 -1.46 -1.19 -0.77  -0.335
N2 -0.45 -2.13 -1.20  0.068
N3 -1.37 0.02 -1.54  0.182
H1 -0.91 1.25 -0.83  0.058
H2 -0.66 3.10 -0.48  0.098
H3 0.57 2.23 -1.30  0.112
H4 1.05 2.18 1.29  0.128
H5 -0.33 1.06 1.36  0.108
H6 2.20 0.35 -0.03  0.137
H7 0.63 -0.22 -0.63  0.060
H8 0.99 -0.12 2.98  0.109
H9 2.60 -0.68 2.39  0.119
H10 -1.14 -1.00 0.29  0.134
H11 -0.77 -2.71 -1.96  0.101
H12 -0.15 -2.70 -0.43  0.086
H13 -2.23 0.12 -2.10  0.114
H14 -2.48 -1.62 -0.72  0.147

Properties
Charge ... +1
Relative energy (zero: lowest compared OMol25 entry of this formula, charge and spin) ... 241.3 kcal per mole

***

Entry 8:
A cluster of 2 separate species, C5H14N3 in total, computed with ωB97M-V with the def2-TZVPD basis set.

Last column: Löwdin charge in e.
Atoms and positions in Å:
C1 -0.92 0.14 2.24  -0.034
C2 0.11 -0.01 1.10  -0.458
C3 -0.02 -1.33 0.30  -0.126
C4 1.21 -2.03 -0.15  -0.168
N1 1.69 0.66 -2.22  0.202
C5 1.96 -0.56 -1.83  -0.249
N2 2.12 -0.93 -0.55  0.248
N3 0.08 1.12 0.24  0.151
H1 -0.68 -0.58 3.04  0.100
H2 -1.91 0.15 1.75  0.099
H3 -0.87 1.10 2.76  0.088
H4 1.08 -0.25 1.57  0.149
H5 -0.63 -1.95 0.97  0.150
H6 -0.64 -1.13 -0.60  0.144
H7 1.13 -2.77 -0.97  0.137
H8 1.64 -2.62 0.66  0.138
H9 1.45 0.68 -3.21  0.096
H10 0.74 1.30 -0.54  0.062
H11 2.01 -1.24 -2.70  0.159
H12 -4.73 4.39 -1.68  0.001
H13 0.08 1.88 0.93  0.112
H14 -4.90 3.96 -1.10  -0.001

Properties
Charge ... +1
Relative energy (zero: lowest compared OMol25 entry of this formula, charge and spin) ... 185.6 kcal per mole

***

Entry 9:
A cluster of 2 separate species, C5H14N3 in total, computed with ωB97M-V with the def2-TZVPD basis set.

Last column: Löwdin charge in e.
Atoms and positions in Å:
C1 0.18 -1.45 3.06  -0.033
C2 0.58 -1.56 1.60  -0.359
C3 1.59 -2.31 1.09  0.107
N1 -0.16 -0.80 0.62  0.175
H1 0.92 -1.95 3.71  0.099
H2 0.13 -0.38 3.37  0.095
H3 -0.80 -1.88 3.31  0.095
H4 1.78 -2.37 0.00  0.089
H5 2.19 -2.91 1.80  0.089
H6 0.36 -0.02 0.15  0.085
H7 -0.99 -0.39 1.08  0.174
H8 -0.53 -1.41 -0.18  0.200
C4 -1.17 0.85 -2.81  -0.112
N2 0.73 1.40 -0.82  0.046
C5 -0.47 2.16 -0.94  -0.264
N3 -1.43 1.88 -1.74  0.000
H9 -0.31 1.20 -3.39  0.084
H10 -2.02 0.72 -3.48  0.076
H11 -0.94 -0.17 -2.43  0.061
H12 0.99 1.08 -1.71  0.063
H13 1.50 1.95 -0.44  0.116
H14 -0.54 2.99 -0.25  0.115

Properties
Charge ... +1
Relative energy (zero: lowest compared OMol25 entry of this formula, charge and spin) ... 55.9 kcal per mole

***

Entry 10:
The molecule C5H14N4, computed with ωB97M-V with the def2-TZVPD basis set.

Last column: Löwdin charge in e.
Atoms and positions in Å:
C1 0.50 -0.15 0.04  -0.320
C2 0.09 1.88 1.49  -0.128
C3 -1.74 1.08 0.19  -0.133
C4 1.74 0.24 -0.77  -0.040
N1 -0.34 -1.15 -0.56  -0.174
N2 -0.31 1.22 0.25  -0.225
N3 -0.64 -1.07 -1.93  0.067
C5 0.21 -2.41 -0.13  -0.271
N4 0.44 -2.90 1.01  0.098
H1 0.74 -0.43 1.07  0.118
H2 -0.11 -0.33 -2.40  0.084
H3 -1.62 -0.88 -2.05  0.080
H4 0.61 -2.23 1.75  0.030
H5 0.07 -3.13 -0.94  0.106
H6 -0.37 2.87 1.54  0.083
H7 1.17 2.00 1.50  0.076
H8 -0.22 1.31 2.38  0.085
H9 -2.07 0.88 -0.84  0.060
H10 -2.24 1.98 0.54  0.083
H11 -2.07 0.20 0.76  0.088
H12 2.49 0.67 -0.12  0.073
H13 2.18 -0.64 -1.27  0.085
H14 1.49 0.98 -1.52  0.073

Properties
Charge ... 0
Relative energy (zero: lowest compared OMol25 entry of this formula, charge and spin) ... 54.9 kcal per mole
SMILES string ... [H]/N=C\N(N)[C@@H](C)N(C)C

***

Entry 11:
The molecule C5H14N4, computed with ωB97M-V with the def2-TZVPD basis set.

Last column: Löwdin charge in e.
Atoms and positions in Å:
C1 0.25 0.45 0.24  -0.436
C2 0.32 0.42 -1.24  -0.256
C3 -1.09 0.26 -0.41  -0.181
C4 0.47 1.77 0.95  -0.031
C5 -1.86 -1.02 -0.66  -0.088
N1 0.94 -0.65 1.02  -0.232
N2 0.11 -1.18 2.04  0.039
N3 1.45 -1.68 0.19  0.018
N4 0.66 1.59 -1.94  0.041
H1 0.59 -0.52 -1.72  0.122
H2 -1.72 1.14 -0.39  0.128
H3 0.23 -0.60 2.87  0.071
H4 -0.88 -1.09 1.76  0.069
H5 2.23 -2.10 0.69  0.076
H6 0.76 -2.43 0.05  0.064
H7 0.56 1.50 -2.94  0.073
H8 1.59 1.93 -1.73  0.083
H9 1.53 1.88 1.18  0.081
H10 -0.11 1.80 1.88  0.077
H11 0.16 2.60 0.32  0.075
H12 -2.40 -0.97 -1.60  0.078
H13 -1.20 -1.89 -0.70  0.059
H14 -2.59 -1.19 0.13  0.069

Properties
Charge ... 0
Relative energy (zero: lowest compared OMol25 entry of this formula, charge and spin) ... 60.6 kcal per mole
SMILES string ... C[C@@H]1[C@@H](N)[C@]1(C)N(N)N

***

Please write out number 5 again, unchanged.
A cluster of 3 separate species, C5H14N2S in total, computed with ωB97M-V with the def2-TZVPD basis set.

Last column: Löwdin charge in e.
Atoms and positions in Å:
C1 -1.16 1.31 -2.42  -0.393
C2 -0.35 1.93 -1.28  -0.654
S1 1.05 0.88 -0.79  0.561
N1 -1.74 0.04 -1.97  -0.032
H1 -0.46 1.18 -3.28  0.100
H2 -1.96 1.99 -2.71  0.101
H3 -1.06 2.11 -0.44  0.064
H4 0.02 2.92 -1.60  0.055
H5 -0.97 -0.48 -1.55  0.002
H6 -2.08 -0.51 -2.75  0.057
C3 0.46 -2.73 0.62  -0.100
C4 0.01 -1.87 1.76  -0.154
C5 0.58 -0.68 2.05  -0.363
N2 0.14 0.13 3.14  0.006
H7 1.17 -2.17 0.00  0.059
H8 0.89 -3.67 0.98  0.079
H9 -0.42 -2.96 0.01  0.077
H10 -0.81 -2.19 2.40  0.113
H11 1.54 -0.43 1.61  0.076
H12 0.17 -0.34 4.04  0.075
H13 0.63 1.02 3.20  0.078
H14 -0.08 0.40 0.86  0.194

Properties
Charge ... 0
Relative energy (zero: lowest compared OMol25 entry of this formula, charge and spin) ... 75.7 kcal per mole